Entry from the Open Molecules 2025 dataset: C51H66Cl2N6O4S5SbSn as an isolated structure (the ωB97M-V functional and the def2-TZVPD basis).

Computed properties:
Charge: +1
LUMO, hartree: -0.107
Molar mass, g/mol: 1298.8
Total energy, eV: -162677.01081
Relative energy (zero: lowest compared OMol25 entry of this formula, charge and spin), eV: 0.157
Kohn-Sham gap, Ha: 0.22443
Maximum force, eV/A: 0.49

The geometry in XYZ format:
```
136
C51H66Cl2N6O4S5SbSn (the ωB97M-V functional and the def2-TZVPD basis)
Sn 0.012 -2.026 -0.669
S 3.111 -7.135 3.705
C 2.436 -6.032 2.713
S 3.302 -5.203 1.457
C 1.977 -4.225 0.870
C 0.796 -4.383 1.492
S -0.706 -3.558 1.131
S 0.770 -5.550 2.795
S 2.265 -3.145 -0.477
C -6.871 -2.865 4.406
C -5.658 -3.758 4.100
C -4.905 -4.039 5.404
C -6.206 -5.092 3.576
C -4.684 -3.124 3.043
O -3.899 -4.160 2.437
C -3.674 -2.093 3.576
C -4.181 -0.797 4.204
C -3.033 0.116 4.558
C -2.162 -0.218 5.594
C -1.107 0.611 5.942
C -0.930 1.800 5.250
Cl 0.369 2.868 5.709
C -1.781 2.161 4.222
C -2.820 1.307 3.874
C -5.478 -2.560 1.861
N -4.586 -2.005 0.862
C -3.700 -2.640 0.092
N -2.971 -1.761 -0.579
C -3.487 -0.575 -0.171
N -4.452 -0.669 0.708
H -7.437 -3.310 5.226
H -7.549 -2.801 3.554
H -6.607 -1.853 4.705
H -5.532 -4.640 6.064
H -4.647 -3.125 5.940
H -3.987 -4.606 5.233
H -6.916 -5.490 4.303
H -5.419 -5.827 3.429
H -6.740 -4.982 2.632
H -3.177 -4.400 3.028
H -3.015 -1.843 2.738
H -3.035 -2.600 4.305
H -4.738 -1.016 5.115
H -4.856 -0.278 3.522
H -2.318 -1.135 6.150
H -0.439 0.353 6.752
H -1.650 3.109 3.721
H -3.496 1.588 3.074
H -6.157 -1.762 2.144
H -6.054 -3.362 1.401
H -3.594 -3.711 0.082
H -3.134 0.383 -0.519
Cl -5.744 1.706 -3.140
C -4.047 1.403 -3.076
C -3.549 0.212 -3.586
C -2.188 -0.030 -3.534
C -1.338 0.912 -2.962
C -1.852 2.101 -2.446
C -3.210 2.355 -2.503
C 0.120 0.701 -2.903
O 0.880 1.371 -2.222
O 0.610 -0.240 -3.695
H -4.228 -0.516 -4.006
H -1.788 -0.960 -3.913
H -1.174 2.827 -2.013
H -3.624 3.273 -2.113
C 6.144 5.149 1.145
C 4.690 5.014 1.502
C 4.283 5.005 2.835
C 2.947 4.891 3.175
C 1.978 4.805 2.180
N 0.612 4.789 2.577
C -0.440 4.358 1.807
O -1.469 4.990 1.696
N -0.311 3.140 1.149
C 0.306 1.946 1.531
C 1.175 1.757 2.602
C 1.690 0.489 2.830
C 1.326 -0.564 2.016
N 0.463 -0.383 1.014
C -0.023 0.826 0.776
C 2.362 4.806 0.848
C 3.709 4.903 0.523
H 6.614 5.950 1.716
H 6.272 5.372 0.087
H 6.692 4.231 1.366
H 5.024 5.090 3.621
H 2.643 4.886 4.214
H 0.323 5.584 3.133
H -1.110 3.016 0.543
H 1.433 2.570 3.257
H 2.362 0.319 3.660
H 1.692 -1.572 2.165
H -0.725 0.913 -0.048
H 1.614 4.759 0.068
H 3.999 4.929 -0.521
C 2.157 2.995 -4.583
C 2.372 1.695 -5.359
C 1.160 1.411 -6.244
C 3.617 1.846 -6.240
Sb 2.589 0.000 -3.986
C 2.726 -1.883 -5.105
C 3.561 -1.658 -6.362
C 3.386 -2.950 -4.233
C 1.314 -2.336 -5.467
C 4.149 0.371 -2.403
C 4.768 -0.952 -1.994
C 5.162 1.213 -3.163
C 3.558 1.103 -1.218
H 2.024 3.796 -5.316
H 3.015 3.263 -3.966
H 1.276 2.978 -3.946
H 1.089 2.217 -6.979
H 0.224 1.388 -5.686
H 1.252 0.475 -6.797
H 3.474 2.733 -6.862
H 3.765 1.005 -6.914
H 4.533 2.003 -5.675
H 4.549 -1.243 -6.150
H 3.058 -1.022 -7.089
H 3.719 -2.630 -6.837
H 4.430 -2.730 -4.026
H 3.362 -3.894 -4.786
H 2.866 -3.118 -3.288
H 0.759 -1.599 -6.045
H 0.730 -2.593 -4.585
H 1.417 -3.236 -6.079
H 5.363 -1.392 -2.792
H 4.051 -1.677 -1.620
H 5.452 -0.734 -1.166
H 5.525 0.727 -4.070
H 6.032 1.330 -2.507
H 4.796 2.210 -3.398
H 2.931 0.452 -0.608
H 2.987 1.987 -1.490
H 4.407 1.428 -0.604
```

Entry from the Open Molecules 2025 dataset: a 13-piece molecular cluster, C51H69F18N5O5P2 overall (the ωB97M-V functional and the def2-TZVPD basis).

Computed properties:
Charge: -2
LUMO, hartree: 0.103
Molar mass, g/mol: 1236.1
Total energy, eV: -139199.27189
Kohn-Sham gap, Ha: 0.17136
Maximum force, eV/A: 2.39

The geometry in XYZ format:
```
150
C51H69F18N5O5P2 (the ωB97M-V functional and the def2-TZVPD basis)
C -0.529 -1.213 -3.226
C 0.377 -0.245 -2.481
C -0.381 0.567 -1.433
N 0.465 1.361 -0.418
C -0.454 2.288 0.371
C -1.451 1.549 1.223
C -0.755 0.619 2.223
C 0.242 -0.302 1.507
C 1.198 0.398 0.532
C 1.498 2.238 -1.111
H -1.272 -1.709 -2.593
H 0.164 -1.963 -3.612
H -1.084 -0.796 -4.068
H 0.964 0.288 -3.229
H 1.069 -0.926 -1.989
H -0.933 -0.129 -0.800
H -1.125 1.296 -1.754
H -1.114 2.838 -0.304
H 0.198 2.969 0.925
H -2.079 0.864 0.640
H -2.129 2.260 1.696
H -1.533 0.089 2.780
H -0.216 1.160 3.007
H -0.351 -1.085 1.025
H 0.827 -0.779 2.295
H 1.750 -0.288 -0.099
H 1.932 1.036 1.030
H 2.140 1.535 -1.631
H 1.933 2.899 -0.356
H 1.010 2.931 -1.799
O 2.370 4.443 2.290
H 2.107 5.058 1.609
P 5.617 1.563 0.539
F 4.373 2.412 1.125
F 4.661 0.273 0.253
F 5.319 2.153 -0.904
F 6.858 0.686 -0.064
F 6.628 2.773 0.900
F 5.858 0.962 2.050
P 3.277 6.218 -2.030
F 2.001 5.831 -2.969
F 2.630 5.385 -0.783
F 3.965 4.824 -2.526
F 4.476 6.684 -1.100
F 3.905 7.008 -3.323
F 2.562 7.649 -1.661
N -1.525 6.410 1.592
C -2.360 7.017 0.715
C -1.795 6.809 -0.508
C -0.528 6.170 -0.402
C -0.391 5.936 0.953
H -1.572 6.548 2.587
H -3.124 7.706 1.035
H -2.190 7.144 -1.460
H 0.184 5.994 -1.190
H 0.439 5.617 1.572
N 0.547 3.787 -5.059
C -0.340 2.836 -5.527
C 0.360 1.663 -5.664
C 1.708 1.908 -5.330
C 1.766 3.215 -4.931
H 0.311 4.759 -4.980
H -1.374 3.115 -5.649
H -0.050 0.710 -5.968
H 2.530 1.221 -5.438
H 2.662 3.761 -4.674
N -4.218 -2.111 -1.879
C -3.788 -1.557 -0.705
C -2.977 -2.457 -0.079
C -3.050 -3.668 -0.801
C -3.727 -3.394 -1.968
H -4.705 -1.672 -2.642
H -4.154 -0.584 -0.421
H -2.455 -2.396 0.864
H -2.480 -4.561 -0.605
H -3.861 -4.013 -2.840
N 0.506 4.015 4.525
C -0.769 3.937 4.084
C -1.550 4.065 5.237
C -0.674 4.063 6.359
C 0.622 4.090 5.853
H 1.271 4.059 3.834
H -0.905 3.973 3.016
H -2.628 4.027 5.288
H -0.982 4.070 7.393
H 1.625 4.110 6.246
C 3.449 -0.956 4.284
C 3.242 0.253 3.640
C 2.441 1.216 4.213
C 1.789 0.897 5.411
C 1.935 -0.364 5.977
C 2.830 -1.323 5.447
H 4.061 -1.650 3.711
H 3.612 0.466 2.649
H 2.203 2.158 3.731
H 1.071 1.578 5.851
H 1.335 -0.665 6.829
H 3.085 -2.242 5.957
C 0.892 -4.232 -0.037
C 1.476 -3.279 -0.893
C 2.689 -2.686 -0.569
C 3.337 -2.995 0.601
C 2.725 -3.868 1.517
C 1.522 -4.472 1.173
H -0.069 -4.636 -0.326
H 1.010 -2.999 -1.827
H 3.154 -2.025 -1.292
H 4.303 -2.578 0.854
H 3.165 -4.024 2.491
H 0.985 -5.102 1.874
C -6.763 -0.344 -4.039
C -5.533 0.340 -4.003
C -4.476 -0.185 -4.732
C -4.627 -1.391 -5.440
C -5.831 -2.065 -5.436
C -6.903 -1.507 -4.748
H -7.565 0.037 -3.419
H -5.324 1.104 -3.267
H -3.520 0.321 -4.686
H -3.797 -1.783 -6.014
H -5.921 -2.986 -5.996
H -7.817 -2.079 -4.640
C 0.403 -5.622 -3.073
C -0.967 -6.231 -2.936
O -1.842 -6.236 -4.087
C -1.958 -5.193 -4.896
O -1.362 -4.160 -4.854
C -3.023 -5.455 -5.953
F -2.767 -4.689 -7.019
F -2.962 -6.754 -6.361
F -4.299 -5.288 -5.552
H 0.447 -4.544 -3.140
H 1.100 -6.096 -3.766
H 0.838 -5.919 -2.112
H -1.557 -5.673 -2.205
H -0.891 -7.238 -2.532
C -1.003 -2.405 5.329
C -0.030 -3.424 4.735
O 0.388 -4.278 5.813
C 1.558 -4.866 5.667
O 2.249 -4.749 4.692
C 1.962 -5.761 6.840
F 1.577 -7.028 6.637
F 3.267 -5.697 7.031
F 1.327 -5.375 7.972
H -0.744 -1.859 6.237
H -1.926 -2.911 5.637
H -1.357 -1.626 4.653
H 0.739 -2.887 4.186
H -0.652 -3.961 4.019
```